{
  "formula": "H14NO5",
  "method": "ωB97M-V/def2-TZVPD",
  "relative_energy_kj_mol": 90.0,
  "e_tot_ev": -11949.490,
  "total_charge": 1,
  "elements": ["N", "H", "H", "H", "H", "H", "H", "O", "H", "H", "O", "H", "H", "O", "H", "H", "O", "H", "H", "O"],
  "coordinates": [[1.37, -0.16, -0.10], [0.63, 0.48, 0.25], [2.18, 0.21, 0.41], [1.16, -1.14, 0.18], [1.27, -0.17, -1.12], [-4.06, 1.11, -1.24], [-3.89, 1.32, -2.73], [-3.49, 0.85, -1.98], [-1.03, 1.71, 1.68], [-1.90, 0.48, 1.59], [-1.14, 0.91, 1.17], [3.04, 1.21, 2.93], [3.44, 0.08, 1.98], [3.13, 0.99, 2.00], [-0.99, 1.34, -2.55], [-1.18, 0.03, -1.84], [-0.49, 0.65, -2.10], [-0.11, -3.39, 0.66], [1.36, -3.60, 0.35], [0.70, -2.91, 0.44]],
  "nbo_charge": [-0.92, 0.47, 0.46, 0.46, 0.47, 0.48, 0.48, -0.96, 0.49, 0.49, -0.97, 0.50, 0.47, -0.96, 0.50, 0.49, -0.98, 0.50, 0.50, -0.97]
}

***

{
  "formula": "H14NaO7",
  "method": "ωB97M-V/def2-TZVPD",
  "relative_energy_kj_mol": 1.3,
  "e_tot_ev": -18973.499,
  "total_charge": 1,
  "elements": ["Na", "O", "H", "H", "O", "H", "H", "O", "H", "H", "O", "H", "H", "O", "H", "H", "O", "H", "H", "O", "H", "H"],
  "coordinates": [[-0.04, 0.31, 0.60], [2.09, -1.36, 0.10], [2.28, -1.66, -0.80], [1.92, -2.16, 0.60], [-0.49, -0.35, -2.83], [-0.83, 0.24, -3.52], [0.10, 0.19, -2.29], [-1.55, -1.47, -0.28], [-1.16, -1.86, -1.08], [-2.50, -1.66, -0.37], [-1.97, 1.47, -0.67], [-2.91, 1.64, -0.54], [-1.94, 0.71, -1.27], [1.36, 1.16, -1.04], [2.29, 0.90, -1.07], [1.34, 2.04, -1.44], [0.70, 1.97, 2.12], [0.10, 2.23, 2.83], [1.58, 2.02, 2.50], [-0.26, -1.13, 2.66], [-0.49, -2.03, 2.41], [0.36, -1.20, 3.39]],
  "nbo_charge": [0.94, -0.97, 0.49, 0.49, -0.98, 0.49, 0.49, -0.98, 0.50, 0.49, -0.98, 0.49, 0.49, -0.98, 0.50, 0.50, -0.97, 0.49, 0.49, -0.97, 0.49, 0.49]
}

***

{
  "formula": "H14O6S",
  "method": "ωB97M-V/def2-TZVPD",
  "relative_energy_kj_mol": 144.4,
  "e_tot_ev": -23346.934,
  "total_charge": 0,
  "smiles": "O.O.O.O.O.O.S",
  "elements": ["S", "H", "H", "H", "H", "O", "H", "H", "O", "H", "H", "O", "H", "H", "O", "H", "H", "O", "H", "H", "O"],
  "coordinates": [[1.38, -0.07, 1.70], [1.45, -1.41, 1.86], [0.12, 0.45, 1.85], [2.65, 2.08, -1.13], [2.33, 2.67, 0.19], [2.00, 2.67, -0.72], [-1.48, -3.63, 4.16], [-0.80, -3.27, 5.48], [-1.67, -3.31, 5.06], [1.02, 2.44, -2.78], [0.43, 3.60, -3.57], [0.48, 2.65, -3.56], [-0.27, -0.08, -3.92], [-0.44, 0.11, -2.39], [-0.04, -0.45, -3.06], [-1.58, 0.01, 0.03], [-2.34, 1.26, -0.48], [-1.52, 0.96, -0.10], [-1.54, -3.17, -0.86], [-1.95, -1.88, -1.50], [-1.75, -2.27, -0.64]],
  "nbo_charge": [-0.35, 0.16, 0.19, 0.47, 0.48, -0.94, 0.47, 0.47, -0.93, 0.48, 0.47, -0.95, 0.48, 0.48, -0.96, 0.49, 0.47, -0.96, 0.48, 0.48, -0.95]
}

***

Number 1: gap between HOMO and LUMO 11.6558 eV, HOMO energy -0.536 hartree. Number 2: gap between HOMO and LUMO 11.6960 eV, HOMO energy -0.543 hartree. Number 3: gap between HOMO and LUMO 9.9554 eV, HOMO energy -0.354 hartree.